{"formula": "C27H26N2O3", "method": "the ωB97M-V functional and the def2-TZVPD basis", "elements": ["C", "H", "O", "C", "C", "C", "C", "C", "C", "H", "H", "C", "C", "C", "C", "C", "C", "C", "C", "H", "H", "H", "H", "H", "C", "O", "N", "C", "C", "C", "C", "C", "C", "C", "O", "N", "C", "C", "H", "C", "H", "C", "H", "H", "H", "H", "H", "H", "H", "H", "H", "H", "H", "H", "H", "H", "H", "H"], "coordinates": [[0.498, 4.799, -5.915], [-0.520, 4.760, -5.513], [1.109, 3.532, -5.897], [1.288, 2.911, -4.700], [0.910, 3.428, -3.465], [1.134, 2.701, -2.311], [1.739, 1.448, -2.351], [2.142, 0.952, -3.594], [1.912, 1.662, -4.749], [2.211, 1.276, -5.711], [2.628, -0.012, -3.648], [1.998, 0.662, -1.152], [1.275, 0.649, -0.026], [-0.029, 1.294, 0.189], [-1.062, 1.094, -0.726], [-2.308, 1.648, -0.503], [-2.541, 2.403, 0.636], [-1.523, 2.594, 1.556], [-0.275, 2.037, 1.341], [0.519, 2.176, 2.059], [-1.703, 3.176, 2.448], [-3.516, 2.837, 0.808], [-3.102, 1.488, -1.218], [-0.878, 0.505, -1.613], [1.738, -0.163, 1.152], [2.163, 0.313, 2.181], [1.569, -1.497, 0.932], [1.690, -2.505, 1.906], [2.763, -2.556, 2.783], [2.835, -3.582, 3.711], [1.855, -4.558, 3.758], [0.774, -4.499, 2.893], [0.677, -3.466, 1.977], [-0.493, -3.318, 1.047], [-0.581, -3.900, -0.021], [-1.408, -2.425, 1.466], [-1.411, -1.742, 2.747], [-2.644, -0.840, 2.685], [-3.084, -0.683, 3.668], [-3.576, -1.583, 1.729], [-4.326, -0.932, 1.285], [-2.605, -2.137, 0.695], [-2.949, -3.046, 0.198], [-2.378, -1.385, -0.071], [-4.080, -2.399, 2.249], [-2.376, 0.128, 2.263], [-0.492, -1.167, 2.895], [-1.491, -2.472, 3.561], [-0.002, -5.250, 2.931], [1.926, -5.364, 4.473], [3.670, -3.623, 4.394], [3.524, -1.794, 2.738], [1.081, -1.768, 0.089], [2.887, 0.043, -1.194], [0.852, 3.127, -1.360], [0.446, 4.398, -3.387], [1.082, 5.536, -5.355], [0.459, 5.092, -6.963]], "e_above_lowest_kj_mol": 59.5, "max_force_ev_per_a": 0.64, "smiles": "COc1ccc(/C=C(/C(=O)Nc2ccccc2C(=O)N2CCCC2)c2ccccc2)cc1", "total_energy_ev": -37544.432, "multiplicity": 1, "orbital_gap_ev": 8.5}